Model i:
The molecule C6H4O. Source: OMol25; level of theory: ωB97M-V/def2-TZVPD.

Output
- E_LUMO: -0.158 eV
- Gap between HOMO and LUMO: 0.3299 Eh
- Total charge: 0
- HOMO level: -9.134 eV

```
11
C6H4O | OMol25 | ωB97M-V/def2-TZVPD
C 3.241 -0.615 -0.154
C 1.975 -0.393 -0.094
C 0.573 -0.284 0.230
C -0.113 0.840 0.559
C -1.478 0.553 0.274
C -1.499 -0.706 -0.231
O -0.252 -1.227 -0.286
H 1.831 0.207 -1.029
H 0.328 1.767 0.902
H -2.320 1.215 0.407
H -2.285 -1.356 -0.579
```



Model ii:
The molecule C6H4O. Source: OMol25; level of theory: ωB97M-V/def2-TZVPD.

Output
- SMILES: C#CC(=O)C#CC
- E_LUMO: -0.271 eV
- Gap between HOMO and LUMO: 0.3660 Eh
- Total charge: 0
- HOMO level: -10.231 eV

```
11
C6H4O | OMol25 | ωB97M-V/def2-TZVPD
C 1.333 -0.100 -2.136
C 0.758 -0.357 -0.820
C 0.296 -0.529 0.281
C -0.256 -0.624 1.619
O 0.182 -1.362 2.478
C -1.380 0.277 1.854
C -2.290 1.050 2.013
H 1.025 -0.865 -2.855
H 2.425 -0.102 -2.076
H 1.002 0.875 -2.507
H -3.094 1.739 2.150
```



Model iii:
The molecule C6H4O. Source: OMol25; level of theory: ωB97M-V/def2-TZVPD.

Output
- SMILES: C#Cc1ccco1
- E_LUMO: 1.015 eV
- Gap between HOMO and LUMO: 0.3504 Eh
- Total charge: 0
- HOMO level: -8.520 eV

```
11
C6H4O | OMol25 | ωB97M-V/def2-TZVPD
C 2.921 0.006 0.159
C 1.800 -0.207 -0.227
C 0.388 -0.154 -0.353
C -0.384 0.923 -0.047
C -1.705 0.425 0.148
C -1.635 -0.910 -0.095
O -0.371 -1.283 -0.411
H 3.852 0.187 0.648
H 0.002 1.924 0.086
H -2.568 0.977 0.491
H -2.364 -1.707 -0.072
```



Model iv:
The molecule C6H4O. Source: OMol25; level of theory: ωB97M-V/def2-TZVPD.

Output
- E_LUMO: -0.964 eV
- Gap between HOMO and LUMO: 0.3553 Eh
- Total charge: 0
- HOMO level: -10.633 eV

```
11
C6H4O | OMol25 | ωB97M-V/def2-TZVPD
C 1.238 0.627 1.386
C 0.700 -0.070 0.157
C 1.511 -0.504 -0.775
C -0.774 -0.299 0.070
O -1.470 -0.255 1.061
C -1.322 -0.523 -1.258
C -1.774 -0.644 -2.367
H 2.330 0.612 1.414
H 0.843 0.135 2.277
H 0.897 1.666 1.384
H -2.179 -0.745 -3.351
```



Which one sits at the top of the stability order? model iii does.



Model i:
The molecule C6H4O. Source: OMol25; level of theory: ωB97M-V/def2-TZVPD.

Output
- SMILES: C=C=CC=C=C=O
- E_LUMO: -1.031 eV
- Gap between HOMO and LUMO: 0.2832 Eh
- Total charge: 0
- HOMO level: -8.737 eV

```
11
C6H4O | OMol25 | ωB97M-V/def2-TZVPD
C -0.414 -1.435 0.018
C 0.919 -0.892 0.069
C -2.446 0.188 0.086
C -1.516 -0.639 0.010
C 1.277 0.369 0.128
C 1.587 1.615 0.045
O -3.449 0.841 0.057
H -0.747 -2.456 -0.175
H 1.726 -1.778 -0.058
H 1.592 2.322 0.820
H 1.471 1.865 -1.000
```



Model ii:
The molecule C6H4O. Source: OMol25; level of theory: ωB97M-V/def2-TZVPD.

Output
- E_LUMO (spin up / spin down): -1.353 / -1.400 eV
- Gap between HOMO and LUMO (spin up / spin down): 0.2317 / 0.2297 Eh
- Total charge: 0
- HOMO level (spin up / spin down): -7.658 / -7.651 eV

```
11
C6H4O | OMol25 | ωB97M-V/def2-TZVPD
C -2.768 -0.112 -0.547
C -1.648 -0.517 -0.827
C -0.324 -0.599 -0.879
C 0.964 -0.851 -0.613
C 1.558 -0.126 0.426
C 0.840 0.975 0.934
O -0.225 1.361 0.420
H -3.706 0.360 -0.366
H 1.557 -1.550 -1.208
H 2.494 -0.440 0.851
H 1.259 1.498 1.810
```



Which one sits at the top of the stability order? model i does.



Model i:
The molecule C6H4O. Source: OMol25; level of theory: ωB97M-V/def2-TZVPD.

Output
- E_LUMO: -0.180 eV
- Gap between HOMO and LUMO: 0.3236 Eh
- Total charge: 0
- HOMO level: -8.985 eV

```
11
C6H4O | OMol25 | ωB97M-V/def2-TZVPD
C -2.877 -1.455 0.156
C -1.715 -1.004 -0.194
C -0.630 -0.065 0.012
C 0.208 0.169 1.056
C 1.378 0.766 0.488
C 1.137 0.877 -0.842
O -0.082 0.386 -1.148
H -1.461 -1.800 -0.928
H 0.038 -0.110 2.087
H 2.300 1.001 0.997
H 1.705 1.235 -1.686
```



Model ii:
The molecule C6H4O. Source: OMol25; level of theory: ωB97M-V/def2-TZVPD.

Output
- E_LUMO: -0.138 eV
- Gap between HOMO and LUMO: 0.3182 Eh
- Total charge: 0
- HOMO level: -8.796 eV

```
11
C6H4O | OMol25 | ωB97M-V/def2-TZVPD
C -2.257 -1.459 -1.701
C -1.334 -1.276 -0.805
C -0.400 -0.318 -0.249
C 0.262 -0.289 0.939
C 1.086 0.879 0.907
C 0.854 1.463 -0.295
O -0.050 0.750 -1.011
H -1.326 -2.317 -0.424
H 0.162 -1.007 1.741
H 1.763 1.225 1.674
H 1.241 2.348 -0.777
```



Model iii:
The molecule C6H4O. Source: OMol25; level of theory: ωB97M-V/def2-TZVPD.

Output
- E_LUMO: -0.615 eV
- Gap between HOMO and LUMO: 0.3485 Eh
- Total charge: 0
- HOMO level: -10.098 eV

```
11
C6H4O | OMol25 | ωB97M-V/def2-TZVPD
C -0.605 1.113 -0.096
C -1.842 1.361 -0.146
C -0.121 -0.906 -0.022
C 0.673 0.176 -0.028
C 2.105 0.493 -0.167
C -1.438 -0.303 -0.024
O 2.975 -0.298 -0.161
H 0.119 -1.939 0.341
H 2.329 1.564 0.034
H -1.958 -0.544 0.878
H -2.238 -0.717 -0.609
```



Which one sits at the top of the stability order? model ii does.



Model i:
The ion C2H4N3 with charge +1. Source: OMol25; level of theory: ωB97M-V/def2-TZVPD.

Output
- SMILES: C=NN=[N+]=C
- E_LUMO: -5.804 eV
- Gap between HOMO and LUMO: 0.3617 Eh
- Total charge: +1
- HOMO level: -15.648 eV

```
9
C2H4N3 | OMol25 | ωB97M-V/def2-TZVPD
C 0.922 -1.976 -0.572
C -0.464 1.775 1.278
N 0.624 -0.745 -0.762
N -0.585 0.829 0.483
N -0.710 -0.141 -0.134
H 1.602 -2.417 -1.325
H 0.538 -2.768 0.032
H -0.373 2.876 0.855
H -0.559 1.434 2.390
```



Model ii:
A structure of composition C2H4N3. Source: OMol25; level of theory: ωB97M-V/def2-TZVPD.

Output
- E_LUMO: -6.457 eV
- Gap between HOMO and LUMO: 0.3240 Eh
- Total charge: +1
- HOMO level: -15.274 eV

```
9
C2H4N3 | OMol25 | ωB97M-V/def2-TZVPD
C 0.296 0.177 -1.142
C -0.259 -0.298 1.017
N 1.183 0.881 0.712
N 1.092 0.961 -0.429
N -0.484 -0.543 -0.306
H 0.210 0.312 -2.177
H -0.580 -1.113 1.635
H -0.224 0.787 1.357
H -1.234 -1.166 -0.668
```



Which one sits at the top of the stability order? model ii does.